(1)
121
Properties=species:S:1:pos:R:3:mulliken_charge:R:1 method="wB97M-V/def2-TZVPD" homo_ev=-19.1 charge=+5 e_lumo_ev=-15.431 homo_lumo_gap_ev=3.677
C -2.580 1.102 1.351 -1.13
C -1.637 2.007 0.622 0.70
O -2.036 3.052 0.077 -0.43
N -0.114 1.617 0.726 0.35
H 0.081 0.730 1.170 0.17
H 0.244 1.453 -0.204 0.12
C 0.683 2.760 1.370 -0.71
H -3.638 1.254 1.136 0.29
H -2.431 1.244 2.421 0.23
H -2.284 0.082 1.105 0.38
H 1.726 2.483 1.527 0.19
H 0.257 3.084 2.320 0.34
H 0.618 3.575 0.649 0.43
C 2.223 2.518 6.639 -0.91
C 3.502 2.273 5.809 0.62
O 4.523 1.895 6.303 -0.36
N 3.341 2.345 4.280 0.42
H 2.664 1.639 4.025 -0.38
H 2.933 3.248 4.083 0.45
C 4.654 2.154 3.477 -0.90
H 1.708 3.393 6.243 0.38
H 2.523 2.801 7.648 0.42
H 1.517 1.693 6.724 0.07
H 5.227 1.249 3.676 0.36
H 5.231 3.031 3.770 0.45
H 4.483 2.280 2.408 0.32
C 5.726 -0.929 -0.247 -1.57
C 4.259 -1.450 -0.349 1.63
C 3.773 -1.328 -1.847 -0.79
C 4.457 -2.182 -2.837 -1.22
C 5.083 -3.500 -2.211 -1.44
C 4.266 -4.078 -1.026 1.45
N 4.200 -2.971 0.048 0.79
O 4.224 -3.346 1.392 -0.27
C 5.021 -5.248 -0.492 -1.75
C 2.801 -4.375 -1.522 -1.43
C 3.322 -0.534 0.515 -1.99
H 6.413 -1.273 -1.019 0.37
H 6.247 -1.191 0.674 0.44
H 5.730 0.161 -0.236 0.41
H 3.790 -0.292 -2.185 0.70
H 2.700 -1.509 -1.783 0.19
H 5.217 -1.619 -3.378 0.54
H 3.778 -2.419 -3.656 0.28
H 6.120 -3.230 -2.009 0.34
H 5.293 -4.221 -3.001 0.62
H 4.777 -5.737 0.452 0.40
H 6.070 -5.046 -0.274 0.45
H 5.082 -6.083 -1.190 0.45
H 2.709 -5.395 -1.895 0.43
H 2.536 -3.706 -2.341 0.25
H 1.976 -4.431 -0.811 0.36
H 2.344 -1.012 0.576 0.47
H 3.308 0.475 0.103 0.41
H 3.730 -0.396 1.516 0.51
C -0.453 4.110 -3.303 -1.63
C -1.028 2.880 -4.075 1.44
C -0.861 3.246 -5.641 -1.24
C -1.089 2.071 -6.594 -0.68
C -0.028 1.078 -6.224 -1.11
C -0.095 0.475 -4.820 1.68
N -0.237 1.641 -3.767 0.47
O -0.138 1.335 -2.413 -0.12
C 1.271 -0.233 -4.438 -2.26
C -1.290 -0.531 -4.726 -1.49
C -2.560 2.641 -3.738 -1.53
H -1.026 5.012 -3.518 0.48
H 0.570 4.363 -3.583 0.46
H -0.289 3.968 -2.235 0.19
H 0.087 3.737 -5.862 0.41
H -1.658 3.953 -5.874 0.46
H -0.878 2.329 -7.632 0.44
H -2.126 1.735 -6.590 0.32
H 0.906 1.639 -6.244 0.45
H 0.060 0.335 -7.017 0.52
H 2.036 0.529 -4.288 0.51
H 1.576 -0.887 -5.255 0.53
H 1.181 -0.785 -3.502 0.38
H -2.233 0.016 -4.717 0.31
H -1.330 -1.117 -3.807 0.34
H -1.360 -1.112 -5.646 0.45
H -3.186 3.532 -3.692 0.51
H -2.657 2.139 -2.776 0.18
H -3.144 2.046 -4.440 0.35
C -1.187 1.435 6.390 -1.45
C -1.667 0.011 6.324 0.45
C -2.802 -0.239 7.354 -0.76
O -2.821 -1.617 7.690 -0.33
C -3.699 -1.945 8.740 -0.70
N -2.260 -0.132 4.899 -0.20
H -3.038 0.487 4.727 0.47
H -1.603 0.016 4.146 0.04
H -2.616 -1.075 4.832 0.36
H -1.888 2.266 6.312 0.45
H -0.366 1.780 5.762 0.13
H -0.658 1.624 7.323 0.56
H -0.786 -0.626 6.401 0.19
H -3.750 -0.029 6.857 0.37
H -2.542 0.354 8.231 0.48
H -3.466 -2.992 8.933 0.25
H -4.753 -1.860 8.476 0.31
H -3.563 -1.256 9.574 0.33
C -4.820 0.015 -1.278 -1.31
C -5.078 -1.453 -1.639 0.11
C -5.034 -1.670 -3.124 -0.35
O -5.945 -0.795 -3.799 -0.34
C -7.212 -1.493 -3.890 -0.74
N -4.098 -2.316 -0.960 -0.08
H -4.388 -3.280 -1.045 0.41
H -3.139 -2.224 -1.262 0.26
H -4.170 -1.946 -0.023 0.36
H -5.328 0.794 -1.846 0.45
H -3.761 0.225 -1.429 0.22
H -5.117 0.356 -0.286 0.45
H -6.052 -1.619 -1.178 0.26
H -5.145 -2.706 -3.443 0.58
H -4.044 -1.308 -3.401 -0.19
H -7.763 -1.451 -2.950 0.30
H -7.172 -2.526 -4.235 0.34
H -7.779 -0.933 -4.633 0.30
Br 1.119 -0.107 3.546 -0.71



(2)
66
Properties=species:S:1:pos:R:3:mulliken_charge:R:1 method="wB97M-V/def2-TZVPD" homo_ev="-12.4 / -12.4" spin_multiplicity=4 charge=+1 de_lowest_ev=0.636 e_lumo_ev="-3.934 / -4.024" s2=3.755 homo_lumo_gap_ev="8.457 / 8.389"
V -0.113 -1.799 1.936 0.74
O -0.209 -0.826 0.162 -0.58
H 0.021 0.109 0.172 0.19
C 4.181 0.575 -2.375 -1.31
C 2.833 0.827 -1.722 -0.08
O 2.503 -0.283 -0.857 -0.40
H 4.528 1.428 -2.953 0.40
H 4.125 -0.297 -3.032 0.28
H 4.925 0.328 -1.611 0.28
H 2.053 0.938 -2.477 0.32
H 2.874 1.745 -1.124 0.23
H 1.574 -0.513 -1.011 -0.15
C 1.202 -3.543 -3.661 -1.41
C 0.847 -3.057 -2.286 0.45
O 0.248 -1.763 -2.403 -0.55
H 0.332 -3.501 -4.311 0.33
H 1.575 -4.570 -3.626 0.39
H 2.010 -2.949 -4.096 0.29
H 1.744 -3.009 -1.649 -0.04
H 0.147 -3.769 -1.819 0.23
H -0.065 -1.486 -1.530 0.24
C -4.427 0.664 -1.995 -1.49
C -2.993 0.224 -1.789 -0.02
O -2.768 -0.004 -0.383 -0.56
H -4.705 1.459 -1.305 0.27
H -5.107 -0.175 -1.799 0.38
H -4.605 0.938 -3.033 0.39
H -2.285 0.979 -2.156 0.27
H -2.771 -0.693 -2.347 0.34
H -1.827 -0.262 -0.264 0.29
C -1.067 3.222 -0.636 -0.19
C -2.131 4.244 -0.954 -0.50
O -3.089 4.373 0.087 -0.53
H -1.459 2.200 -0.629 -0.26
H -0.566 3.437 0.310 0.19
H -0.274 3.239 -1.395 0.33
H -2.648 3.965 -1.880 0.28
H -1.694 5.230 -1.081 0.37
H -3.400 3.490 0.313 0.29
C 4.346 -2.523 0.859 -0.91
C 3.400 -2.053 1.932 -0.36
O 2.052 -1.875 1.420 -0.11
H 4.662 -1.713 0.208 0.11
H 3.880 -3.306 0.261 0.25
H 5.230 -2.956 1.331 0.43
H 3.748 -1.120 2.380 0.26
H 3.324 -2.815 2.706 0.36
H 2.058 -1.222 0.688 0.57
C 1.531 2.077 1.996 -1.06
C 0.221 1.421 2.414 0.08
O 0.447 0.090 2.951 -0.16
H 1.340 3.034 1.510 0.37
H 2.111 1.454 1.308 0.11
H 2.168 2.301 2.856 0.44
H -0.491 1.337 1.604 -0.15
H -0.211 2.026 3.215 0.50
H 1.010 0.172 3.728 0.19
C -4.163 -0.836 3.533 -1.26
C -2.795 -0.290 3.199 -0.19
O -2.177 -1.021 2.099 -0.18
H -4.654 -0.240 4.300 0.39
H -4.126 -1.881 3.835 0.31
H -4.802 -0.780 2.643 0.33
H -2.097 -0.330 4.037 0.34
H -2.859 0.769 2.924 0.23
H -2.670 -0.836 1.269 0.39



no.,energy (Ha)
1,-4616.61806
2,-2104.88829